Density functional theory data (ωB97M-V/def2-TZVPD) for a structure of composition C44H66F3O34V in a non-equilibrium geometry.

Atoms and positions in Å:
O -2.936 -2.706 -1.510
V -3.063 -1.239 -0.990
O -4.181 -1.150 0.127
C -0.990 0.524 -0.669
O -0.852 -0.886 -0.610
O -2.255 0.721 -1.020
C -0.636 1.126 0.669
F -1.088 2.348 0.821
F -1.039 0.384 1.699
F 0.723 1.196 0.747
C 0.421 -1.470 -0.443
C 0.272 -2.950 -0.588
H 1.254 -3.408 -0.429
H -0.400 -3.401 0.143
H -0.095 -3.231 -1.573
H 0.934 -1.221 0.489
H 1.088 -1.123 -1.239
H -0.257 0.920 -1.395
C 4.272 1.528 -5.915
C 4.181 0.619 -4.756
C 4.197 1.358 -3.383
O 3.102 0.776 -2.665
C 2.317 0.073 -3.528
O 1.238 -0.336 -3.225
O 2.869 -0.035 -4.734
H 4.205 1.008 -6.873
H 5.278 1.971 -5.942
H 3.533 2.327 -5.894
H 4.935 -0.166 -4.764
H 4.067 2.436 -3.467
H 5.161 1.188 -2.903
C -0.872 3.243 3.863
C 0.608 3.043 3.749
C 1.511 4.291 3.795
O 2.568 3.949 4.661
C 2.289 2.771 5.283
O 3.003 2.247 6.038
O 1.079 2.286 4.907
H -1.073 3.963 4.657
H -1.340 2.288 4.078
H -1.270 3.672 2.945
H 0.905 2.384 2.925
H 1.000 5.180 4.178
H 1.874 4.563 2.803
C 4.195 -5.030 -1.358
C 4.527 -4.568 -2.752
C 3.316 -4.064 -3.555
O 3.586 -2.664 -3.766
C 4.825 -2.363 -3.352
O 5.328 -1.288 -3.479
O 5.378 -3.402 -2.660
H 5.087 -5.088 -0.739
H 3.653 -5.979 -1.358
H 3.492 -4.325 -0.890
H 5.058 -5.360 -3.281
H 2.370 -4.189 -3.037
H 3.203 -4.521 -4.532
C -3.868 0.545 3.831
C -5.289 0.231 4.177
C -6.370 0.732 3.216
O -7.327 -0.350 3.196
C -6.763 -1.464 3.735
O -7.290 -2.506 3.786
O -5.485 -1.200 4.131
H -3.650 1.605 3.928
H -3.643 0.202 2.818
H -3.210 -0.033 4.484
H -5.491 0.578 5.196
H -5.972 0.913 2.216
H -6.819 1.643 3.603
C -0.948 -6.578 -0.280
C 0.085 -7.030 -1.254
C -0.370 -8.207 -2.162
O 0.110 -7.853 -3.456
C 0.606 -6.560 -3.433
O 1.146 -6.019 -4.333
O 0.385 -5.983 -2.226
H -0.597 -5.729 0.306
H -1.161 -7.383 0.433
H -1.893 -6.323 -0.759
H 1.016 -7.284 -0.735
H -1.461 -8.294 -2.177
H -0.003 -9.166 -1.802
C -5.561 2.406 -0.345
C -4.536 3.006 0.571
C -3.763 4.297 0.200
O -3.909 5.129 1.342
C -4.749 4.567 2.225
O -5.068 5.059 3.218
O -5.175 3.352 1.800
H -6.385 3.094 -0.554
H -6.008 1.589 0.225
H -5.148 2.029 -1.279
H -3.780 2.235 0.761
H -4.184 4.788 -0.681
H -2.721 4.087 -0.002
C -3.355 1.871 -4.544
C -2.871 3.150 -3.881
C -1.397 3.104 -3.444
O -0.730 3.985 -4.325
C -1.631 4.710 -5.052
O -1.341 5.612 -5.712
O -2.851 4.182 -4.924
H -3.317 1.039 -3.845
H -2.740 1.656 -5.417
H -4.366 2.045 -4.914
H -3.541 3.503 -3.100
H -1.029 2.087 -3.583
H -1.239 3.403 -2.410
C 3.967 -1.004 -0.228
C 3.911 0.006 0.893
C 5.092 0.084 1.900
O 5.592 1.463 1.723
C 4.807 2.133 0.838
O 4.941 3.256 0.534
O 3.940 1.257 0.233
H 4.894 -0.872 -0.789
H 3.105 -0.891 -0.873
H 3.979 -2.027 0.168
H 3.002 -0.174 1.481
H 5.894 -0.631 1.727
H 4.735 0.021 2.930
C 0.358 4.823 0.896
C 0.016 6.213 0.526
C 0.515 6.666 -0.898
O -0.660 7.121 -1.544
C -1.738 6.849 -0.771
O -2.843 6.996 -1.067
O -1.399 6.334 0.421
H 1.420 4.656 0.774
H -0.128 4.066 0.272
H 0.090 4.617 1.932
H 0.390 6.862 1.318
H 0.948 5.838 -1.458
H 1.230 7.482 -0.817
C 0.377 -4.073 2.878
C 0.851 -5.181 3.803
C 1.639 -4.724 5.044
O 1.028 -5.432 6.125
C -0.143 -5.996 5.717
O -0.885 -6.562 6.407
O -0.307 -5.831 4.377
H 1.201 -3.811 2.216
H 0.066 -3.217 3.484
H -0.511 -4.380 2.334
H 1.403 -5.916 3.207
H 1.653 -3.646 5.207
H 2.673 -5.072 5.010

ΔE to the lowest compared entry with this formula, charge and spin ... 0.0 kJ/mol
Total charge ... 0
Kohn-Sham gap ... 8.203 eV

Mulliken atomic charge list, values in e, 99 entries: -0.61, 1.05, -0.59, 1.59, -0.17, -0.79, 0.03, 0.09, -0.31, -0.05, 1.55, -1.11, -0.05, 0.33, 0.46, -0.06, -1.02, -0.22, -1.71, 0.62, -0.53, 0.28, 0.20, -0.64, -0.41, 0.38, 0.39, 0.38, 0.32, 0.41, 0.22, -1.12, 1.53, -0.04, -0.38, 0.41, -0.50, -0.53, 0.39, 0.23, 0.19, -0.64, 0.25, 0.33, -0.98, 0.48, -0.01, -0.26, 0.69, -0.57, -0.43, 0.39, 0.33, -0.07, 0.28, -0.12, 0.22, -0.96, 0.38, 0.41, -0.39, 0.56, -0.51, -0.42, 0.29, -0.11, 0.48, 0.24, -0.48, 0.36, -1.10, 0.55, -0.44, -0.37, 0.44, -0.51, -0.03, -0.15, 0.46, 0.42, 0.15, 0.31, 0.32, -1.55, 1.66, 0.41, -0.46, 0.49, -0.55, -0.35, 0.46, 0.27, 0.11, -0.56, 0.43, -0.22, -1.46, 0.92, 1.22